Arrangement 1

C5H13NO2 | ωB97M-V/def2-TZVPD

Calculated values
**Gap between HOMO and LUMO**: 0.29148 Eh

The geometry in ORCA input format:
```
! RIJCOSX wB97M-V def2-TZVPD def2/J DEFGRID3
* xyz 0 1
C -0.319 -0.314 -0.052
C -0.799 0.030 1.253
N 0.214 0.225 2.139
C -0.979 -0.367 -1.400
C 0.029 0.203 -2.414
C 0.001 1.543 -2.503
H 0.840 -0.221 -0.148
H -1.831 0.162 1.510
H 0.054 0.776 2.937
H 1.139 0.368 1.661
H -2.085 -0.375 -1.329
H -1.173 -1.453 -1.698
H 0.614 -0.460 -3.024
H 0.653 2.170 -2.994
H -0.580 2.038 -1.827
H 3.733 3.313 0.767
H 4.543 2.467 1.729
O 3.892 2.546 1.133
H -3.256 -4.519 1.032
H -2.352 -3.744 1.981
O -2.338 -4.386 1.247
*
```

These are the Mulliken partial charges, in e, on atoms 1 to 8: C -0.391; C -0.027; N -0.449; C -0.580; C -0.173; C -0.805; H 0.013; H 0.413

***

Arrangement 2

C5H13NO2 | ωB97M-V/def2-TZVPD

Calculated values
**Gap between HOMO and LUMO**: 0.36485 Eh

The geometry in ORCA input format:
```
! RIJCOSX wB97M-V def2-TZVPD def2/J DEFGRID3
* xyz 0 1
C -1.695 -1.215 -1.585
C -2.209 -1.768 -0.199
C -1.129 0.146 -1.315
O -0.581 0.803 -2.163
O -1.204 0.598 -0.035
H -0.919 -1.883 -1.925
H -2.494 -1.156 -2.317
H -3.116 -1.190 0.130
H -1.476 -1.613 0.610
H -2.613 -2.774 -0.189
C 1.609 0.354 1.353
C 2.800 -0.589 1.497
N 1.952 1.785 1.707
H 1.379 0.429 0.298
H 0.718 -0.030 1.943
H 3.405 -0.194 2.307
H 3.425 -0.757 0.625
H 2.958 1.915 1.767
H -0.891 1.504 0.029
H 1.573 2.186 2.559
H 2.404 -1.623 1.768
*
```

These are the Mulliken partial charges, in e, on atoms 1 to 8: C -0.194; C -0.984; C 0.480; O -0.594; O -0.449; H 0.242; H 0.284; H 0.256

***

Which of them is the least stable? Correct choice: arrangement 1.

***

Arrangement 1

C3H11NO3 | ωB97M-V/def2-TZVPD

Calculated values
**Gap between HOMO and LUMO**: 0.37821 Eh

The geometry in ORCA input format:
```
! RIJCOSX wB97M-V def2-TZVPD def2/J DEFGRID3
* xyz 0 1
C 3.301 -0.871 0.245
C 1.870 -0.462 -0.048
C 1.577 -0.223 -1.548
N 2.282 -1.001 -2.435
O 0.947 0.730 -1.962
H 3.468 -1.903 0.556
H 3.709 -0.219 1.023
H 4.043 -0.794 -0.553
H 1.167 -1.284 0.140
H 1.428 0.395 0.449
H 2.383 -1.978 -2.192
H 2.055 -0.744 -3.382
H -5.549 4.363 1.578
H -5.318 4.319 0.071
O -5.879 4.681 0.738
H -3.418 -1.049 2.750
H -3.953 -2.454 2.266
O -4.112 -1.505 2.304
*
```

These are the Mulliken partial charges, in e, on atoms 1 to 8: C -1.107; C -0.367; C 0.404; N -0.404; O -0.609; H 0.330; H 0.299; H 0.390

***

Arrangement 2

C3H11NO3 | ωB97M-V/def2-TZVPD

Calculated values
**Gap between HOMO and LUMO**: 0.36369 Eh

The geometry in ORCA input format:
```
! RIJCOSX wB97M-V def2-TZVPD def2/J DEFGRID3
* xyz 0 1
C -1.571 0.369 0.692
C -1.232 1.103 -0.363
C 0.373 -0.589 1.631
N -0.671 0.113 1.758
H -2.563 0.034 0.964
H -0.224 1.211 -0.729
H -1.963 1.570 -1.017
H 0.913 -0.679 2.564
H 0.836 -0.922 0.709
H 0.544 2.769 0.466
H 1.961 3.388 0.392
O 1.414 2.668 0.066
H -0.139 -2.064 -0.880
H -0.196 -3.284 -1.837
O -0.714 -2.761 -1.220
H 1.526 0.068 -1.128
H 0.840 -0.859 -2.140
O 1.539 -0.834 -1.477
*
```

These are the Mulliken partial charges, in e, on atoms 1 to 8: C 0.124; C -0.659; C -0.114; N -0.435; H 0.361; H 0.108; H 0.235; H 0.280

***

Which of them is the least stable? Correct choice: arrangement 2.

***

Arrangement 1

C3H11NO3 | ωB97M-V/def2-TZVPD

Calculated values
**Gap between HOMO and LUMO**: 0.38188 Eh

The geometry in ORCA input format:
```
! RIJCOSX wB97M-V def2-TZVPD def2/J DEFGRID3
* xyz 0 1
C 0.727 0.064 1.281
O -0.128 1.084 1.909
C 0.044 -0.762 0.215
C 1.065 -1.701 -0.428
O 0.494 -3.001 -0.602
N -0.586 0.085 -0.790
H 1.023 -0.666 2.036
H 1.583 0.568 0.792
H 0.498 1.804 1.817
H -0.676 -1.412 0.739
H 1.518 -1.232 -1.317
H 1.918 -1.855 0.271
H 1.256 -3.576 -0.730
H -1.184 0.736 -0.278
H -1.355 -0.354 -1.305
H -2.605 3.109 -1.687
H -1.655 3.374 -0.536
O -1.936 3.735 -1.387
*
```

These are the Mulliken partial charges, in e, on atoms 1 to 8: C -0.816; O -0.495; C 0.613; C -0.711; O -0.512; N -0.771; H 0.273; H 0.371

***

Arrangement 2

C3H11NO3 | ωB97M-V/def2-TZVPD

Calculated values
**Gap between HOMO and LUMO**: 0.36079 Eh

The geometry in ORCA input format:
```
! RIJCOSX wB97M-V def2-TZVPD def2/J DEFGRID3
* xyz 0 1
C 0.665 -1.110 -0.241
O 1.838 -0.844 0.504
C -0.491 -0.177 0.165
C -1.773 -0.685 -0.459
O -2.855 0.241 -0.365
N -0.686 -0.148 1.614
H 0.717 -1.040 -1.319
H 0.304 -2.101 -0.010
H 1.883 0.127 0.519
H -0.340 0.813 -0.305
H -2.069 -1.637 -0.019
H -1.634 -0.969 -1.516
H -2.555 1.007 -0.868
H 0.214 -0.160 2.087
H -1.137 0.731 1.836
H 2.639 2.742 -0.338
H 2.429 1.405 -1.030
O 2.850 1.806 -0.256
*
```

These are the Mulliken partial charges, in e, on atoms 1 to 8: C -0.756; O -0.512; C 0.431; C -0.778; O -0.504; N -0.659; H 0.320; H 0.389

***

Which of them is the least stable? Correct choice: arrangement 1.